C12H30N4O9SZn as an isolated structure in a non-equilibrium geometry, computed with ωB97M-V with the def2-TZVPD basis set.

```
57
Properties=species:S:1:pos:R:3:forces:R:3
Zn -0.132592 0.937173 -0.371273 -0.4438 0.0642 -0.2116
S 1.770844 2.718993 -0.907708 -0.6499 -0.0310 -0.3578
O 1.657879 1.654266 0.202293 0.3233 0.2803 0.4532
O 2.999387 2.439901 -1.651853 -0.2030 -0.2279 -0.0820
O 0.518979 2.381537 -1.709502 0.4893 0.2353 -0.0959
O 1.674120 4.059737 -0.385452 0.2026 -0.0705 0.2308
O -1.942235 0.963151 -1.394570 -0.3331 0.1399 1.3341
C -2.395125 0.928052 -2.518013 0.0624 0.0792 -0.9284
N -3.673056 1.285933 -2.769491 0.0623 -0.0679 0.0310
C -1.527937 0.518357 -3.662569 -0.1273 -0.0603 -0.4960
H -4.240179 1.641816 -2.020628 0.0076 -0.0480 0.0974
H -4.058797 1.258259 -3.692853 0.0569 0.0173 -0.0982
H -2.026789 0.580505 -4.630614 -0.0382 -0.0136 0.0554
H -1.195179 -0.505143 -3.494893 0.0942 0.0330 0.0653
H -0.653122 1.169488 -3.669777 0.0598 -0.0387 0.1459
O 1.750322 -1.706898 1.859942 0.4856 0.1351 0.0882
C 2.831812 -1.185911 2.176894 -0.2405 0.4922 -0.0777
N 3.175113 0.052373 1.760489 -0.4714 -1.5838 0.3972
C 3.825247 -1.911973 3.035971 0.5850 -0.0653 0.3347
H 4.018987 0.485168 2.082498 0.0628 0.1554 -0.1693
H 2.552965 0.482887 1.074866 0.2726 0.8742 -0.0878
H 4.237742 -1.280939 3.828922 -0.1643 0.1025 -0.1045
H 4.687124 -2.213485 2.433529 -0.1326 -0.0512 -0.0663
H 3.398045 -2.793420 3.501494 -0.1768 -0.0318 -0.1285
O 0.707879 -0.588255 -1.399782 0.0187 -1.2929 0.0270
C 1.804317 -1.172809 -1.429263 0.7594 1.2938 -0.1705
N 2.912143 -0.477685 -1.781622 -1.0141 -1.0791 0.4451
C 1.961972 -2.638988 -1.066579 0.0883 0.5970 -0.3136
H 3.769159 -0.993810 -1.842440 0.2735 0.2821 0.0781
H 2.885793 0.552614 -1.792507 0.2122 0.0628 -0.2563
H 1.798476 -3.239988 -1.961529 -0.1173 -0.1254 0.1024
H 1.261339 -2.869375 -0.272625 -0.1627 -0.1113 -0.1135
H 2.963434 -2.822258 -0.684502 0.0706 -0.0810 -0.0694
C -2.046283 -2.982951 -1.342756 -0.1145 -0.4139 -0.8047
O -2.036423 -1.824746 -0.573150 0.0071 0.2713 0.1282
C -1.915820 -2.120024 0.795709 0.1138 -0.2922 -0.2746
C -1.861298 -0.873205 1.605498 -1.0536 0.8701 0.4027
N -0.639147 -0.098059 1.459942 0.5070 -0.1502 -0.0525
C -0.505259 0.918311 2.515881 0.1078 -0.7350 0.9705
C -1.295840 2.176785 2.217961 -0.6106 -0.5585 -0.1380
O -1.113225 2.490230 0.861632 0.1904 0.1742 0.0882
C -1.778166 3.644203 0.406440 0.0117 0.6890 0.1463
H -2.173191 -2.708197 -2.394414 0.0411 0.1508 0.1529
H -2.891786 -3.642482 -1.094275 0.1502 0.0018 0.1706
H -1.105598 -3.545455 -1.275501 -0.0582 -0.0032 0.1910
H -1.000356 -2.705050 0.981727 -0.1347 -0.1307 -0.0293
H -2.795660 -2.697123 1.109046 0.1300 -0.1544 0.1332
H -2.051769 -1.147236 2.655982 0.3696 -0.0628 -0.0245
H -2.711400 -0.225491 1.356593 0.0432 -0.1200 -0.2234
H 0.150750 -0.752182 1.537244 0.0516 0.2392 0.0870
H 0.550233 1.067325 2.744057 0.0603 0.4394 -0.6193
H -0.878422 0.496548 3.466654 -0.1760 0.1469 -0.1616
H -1.029910 2.972214 2.920975 0.1763 0.1593 -0.2773
H -2.370599 1.959616 2.354814 0.1241 0.1143 0.1621
H -1.634821 3.717592 -0.666430 0.0721 -0.1621 -0.0585
H -1.333195 4.538370 0.860361 -0.0246 -0.1112 -0.0207
H -2.850888 3.631731 0.649162 0.1039 -0.2271 -0.0072
```
Forces are in eV/Å.

As for the max |F|: 1.70 eV/A. The charge is 0. The frontier orbital gap comes out at 8.48 eV.